Model A:
Molecular formula: C3H13NO4
Method: DFT, the ωB97M-V functional and the def2-TZVPD basis

Structure (XYZ):
```
21
Properties=species:S:1:pos:R:3:mulliken_charge:R:1
H -0.4327 0.7566 1.7364 0.3414
O -2.1703 0.5576 -0.5556 -0.6386
H 1.8856 -0.9424 0.3772 0.3040
H 0.0614 -3.0406 -0.7914 0.3662
H -1.9573 0.0796 0.2620 0.2862
O 0.0162 1.6559 -2.6742 -0.7145
H 0.7146 -0.2297 2.7304 0.4072
H -0.1078 1.2452 -1.8077 0.2743
C 0.8846 -1.1402 0.0896 0.4197
N -0.1055 -1.3086 1.1244 -0.3560
H 0.6551 -0.2581 -0.4815 -0.2267
H 0.4103 2.8740 -1.0069 0.3592
C 0.9127 -2.3348 -0.8175 -0.1675
H -0.8816 1.5767 -3.0206 0.3161
H -1.7817 1.4053 -0.2735 0.3525
O 0.2766 2.6193 -0.0860 -0.6467
H -1.0311 -0.4976 2.7514 0.3307
O 1.8235 -2.6240 -1.5458 -0.4719
C -0.1863 -0.2228 2.1220 -1.1034
H 0.1030 -2.1392 1.6603 0.2549
H 0.9107 1.9678 0.2071 0.3128
```

* SMILES string: CNCC=O.O.O.O
* Kohn-Sham gap: 10.45 eV

***

Model B:
Molecular formula: C3H13NO4
Method: DFT, the ωB97M-V functional and the def2-TZVPD basis

Structure (XYZ):
```
21
Properties=species:S:1:pos:R:3:mulliken_charge:R:1
H -1.9725 0.5892 0.0385 0.3859
C -0.6209 -1.3485 -0.5897 -0.6007
H 0.2784 0.9941 1.0828 0.5351
H 1.8175 2.3736 0.8292 0.1631
H -1.4370 -1.3837 -1.2983 0.3892
H -0.0951 1.8764 -1.2029 0.2055
O 1.2370 1.7946 0.3217 -0.9447
O -0.2331 0.7157 1.8883 -0.6281
H 3.3915 -0.5884 0.4273 0.3025
H 0.0979 -2.1326 -0.7807 0.4328
C -0.6857 0.9627 -1.3869 -0.3212
H -0.8415 0.8356 -2.4676 0.3437
C -1.1228 -1.6436 0.7646 -0.5245
O -1.9218 1.1430 -0.7429 -0.4959
O 2.4567 -0.5472 0.6551 -0.6641
H -2.1935 -1.8202 0.8814 0.3340
H 1.0385 -0.0591 -1.0982 0.3962
H 2.1595 0.4016 0.4737 0.3811
H -0.4868 -2.1696 1.4594 0.2929
N 0.0713 -0.1133 -0.8352 -0.1924
H -0.9375 0.1197 1.5804 0.2096
```

* Kohn-Sham gap: 4.96 eV

***

The structure with the greatest stability is model A.

***

Model A:
Molecular formula: C4H5N2S
Method: DFT, the ωB97M-V functional and the def2-TZVPD basis

Structure (XYZ):
```
12
Properties=species:S:1:pos:R:3:mulliken_charge:R:1
H -2.0301 0.8371 0.9532 0.3016
H -0.4534 1.5960 0.2951 0.3096
N 1.0476 -0.5118 0.9641 -0.0690
C -0.9355 0.6456 0.5345 -0.5114
S 0.8951 -0.0128 -2.8952 -0.0975
H 2.8726 0.0636 0.1130 0.3854
C 1.9434 -0.3210 0.1131 -0.2661
C -0.1525 -0.3912 1.3164 -0.0297
C 0.0975 -0.0454 -1.5635 0.4578
N -0.9263 0.0023 -0.7964 -0.2234
H -1.5956 -0.8724 -1.0391 0.3600
H -0.7628 -0.9899 2.0048 0.3827
```

* charge: +1
* Kohn-Sham gap (alpha / beta): 7.04 / 7.03 eV

***

Model B:
Molecular formula: C4H5N2S
Method: DFT, the ωB97M-V functional and the def2-TZVPD basis

Structure (XYZ):
```
12
Properties=species:S:1:pos:R:3:mulliken_charge:R:1
C -0.1701 1.3111 -0.2486 -0.1681
C -0.4272 -2.2391 1.5622 0.5379
H -2.3812 1.4264 -1.1235 0.3622
C 1.1815 0.8493 -0.5736 -0.9262
H 1.7481 0.3186 0.2992 0.3024
H -0.2949 1.7517 0.7193 0.3745
H 1.1071 -0.0122 -1.4050 0.3126
H 1.7673 1.5494 -1.1200 0.3694
N -0.4960 -1.9742 0.3591 0.5252
S -0.2384 -2.4733 3.1163 -0.1390
C -1.2949 1.2327 -0.8253 0.1895
N -0.5011 -1.7404 -0.7602 -0.7405
```

* charge: +1
* Kohn-Sham gap (alpha / beta): 4.17 / 5.24 eV

***

The structure with the greatest stability is model A.

***

Model A:
Molecular formula: C3H8NOP
Method: DFT, the ωB97M-V functional and the def2-TZVPD basis

Structure (XYZ):
```
14
Properties=species:S:1:pos:R:3:mulliken_charge:R:1
H 0.6963 -1.1629 1.4494 0.3588
N -1.1112 0.6393 -0.1463 -0.0020
C -1.7251 1.7184 0.2612 -0.3257
C 1.8677 -1.4018 -0.7040 -0.6751
H -2.8019 1.6945 0.2688 0.2061
P -1.8774 -0.7632 -0.7018 -0.2408
O 1.3905 -0.4447 1.4443 -0.4894
H -0.1432 0.7431 -0.2139 0.2585
H 2.4445 -1.1258 -1.5384 0.2768
H 2.5461 0.4966 0.0311 0.3802
H -1.2064 2.6070 0.5528 0.2530
H -3.1780 -0.3643 -0.2423 -0.0633
H 1.2651 -2.2747 -0.5829 0.2755
C 1.8330 -0.3614 0.1221 -0.2125
```

* Kohn-Sham gap (alpha / beta): 7.19 / 7.29 eV

***

Model B:
Molecular formula: C3H8NOP
Method: DFT, the ωB97M-V functional and the def2-TZVPD basis

Structure (XYZ):
```
14
Properties=species:S:1:pos:R:3:mulliken_charge:R:1
H -1.2508 -0.3761 2.2754 0.2648
N 1.7137 1.9068 -0.8114 -0.5829
P 1.4919 1.0464 0.7112 0.0705
H -0.4973 -1.3787 -1.3451 0.2677
H 2.6849 1.8168 -1.0553 0.2317
H -0.9843 -1.9508 1.1694 0.2935
O 1.5572 -0.5114 0.1511 -0.3780
H 0.3716 -1.3112 2.2845 0.3249
C 0.2146 -0.1456 0.2963 0.6743
H 0.1116 0.3129 -1.6711 0.4495
H -1.6470 -0.0775 -1.1528 0.2514
C -0.5049 -0.3279 -1.0589 -1.2125
H 1.3775 2.8792 -0.7649 0.2285
C -0.5534 -1.1594 1.7745 -0.8834
```

* Kohn-Sham gap: 9.76 eV

***

The structure with the greatest stability is model B.

***

Model A:
Molecular formula: C3H8NOP
Method: DFT, the ωB97M-V functional and the def2-TZVPD basis

Structure (XYZ):
```
14
Properties=species:S:1:pos:R:3:mulliken_charge:R:1
C 0.9660 0.2385 -0.7028 -0.4679
C -0.6097 0.6365 1.2768 -1.1298
N -0.8035 -2.1337 -3.1868 -0.4244
O 0.8671 -0.7979 -1.6426 -0.5200
H -0.9422 0.2475 2.3044 0.2907
H 1.9974 0.7289 -0.8021 0.2896
H 0.2551 -1.1394 0.6191 0.2774
H 1.3485 -0.0765 1.4876 0.3408
H -0.4988 1.7914 1.4142 0.2954
P -0.9669 -1.4093 -1.8556 0.3711
H -1.3649 0.6655 0.5052 0.3371
H -1.6696 -2.5074 -3.6471 0.2800
H 0.1540 1.0424 -0.8489 0.2937
C 0.5638 -0.1410 0.7553 -0.2339
```

* SMILES string: [H]/N=P/OCCC
* Kohn-Sham gap: 9.37 eV

***

Model B:
Molecular formula: C3H8NOP
Method: DFT, the ωB97M-V functional and the def2-TZVPD basis

Structure (XYZ):
```
14
Properties=species:S:1:pos:R:3:mulliken_charge:R:1
C 0.4996 0.1468 -0.1714 1.0736
H 0.4720 -0.7343 3.3594 0.2436
H -1.2017 -1.1191 0.5981 0.3749
O 0.0347 1.1049 0.7231 -0.3588
P 1.2331 0.3862 1.4674 0.0055
H 0.4931 1.1908 -2.0809 0.2723
H 1.8909 1.5912 -0.9562 0.3287
H 0.7850 -1.8648 2.0695 0.2163
H 0.0200 -1.9018 -0.4521 0.3045
C 1.2464 0.7761 -1.3787 -1.1609
C -0.5444 -0.9709 -0.3450 -1.3698
N 0.4012 -0.9704 2.3608 -0.6120
H 1.7438 0.0260 -1.9566 0.3203
H -1.2293 -0.7147 -1.1396 0.3619
```

* SMILES string: CC1(C)OP1N
* Kohn-Sham gap: 10.07 eV

***

The structure with the greatest stability is model B.